Density functional theory data (wB97M-V/def2-TZVPD) for a single C4H5N3O4S molecule.

Last column: Mulliken charge in e.
Cartesian coordinates (Å):
C -1.29 1.18 -0.33  -0.247
C -1.87 -0.02 -0.27  0.085
C 0.06 1.52 -0.88  -0.398
C 0.27 -1.71 -0.24  0.406
N 0.56 -2.78 0.46  -0.429
N -3.12 -0.15 0.29  0.972
N 0.99 -0.56 -0.27  0.517
O -3.71 0.90 0.57  -0.594
O 1.93 -0.33 0.55  -0.779
O -3.58 -1.27 0.32  -0.567
O 0.80 0.40 -1.28  -0.318
S -1.36 -1.55 -1.05  -0.180
H -1.63 1.81 0.34  0.462
H 0.66 2.20 -0.31  0.361
H -0.05 2.10 -1.91  0.247
H -0.06 -3.48 0.53  0.204
H 1.29 -2.63 1.23  0.259

- orbital gap (alpha / beta) (eV) = 6.82 / 6.82
- HOMO energy (alpha / beta) (eV) = -8.05 / -8.05

***

Density functional theory data (wB97M-V/def2-TZVPD) for 2 unconnected molecules or ions with the total composition C4H5N3O8.

Last column: Mulliken charge in e.
Cartesian coordinates (Å):
C 0.62 0.68 0.88  0.928
C 1.85 0.38 -2.03  -1.029
C 2.31 -0.15 -0.64  -0.187
C -1.44 -0.25 0.98  -0.367
N -2.38 0.59 1.63  0.970
N -1.58 -0.15 -0.53  1.167
N -1.18 -1.55 1.48  1.058
O 0.71 1.77 1.29  -0.400
O -2.33 0.63 2.81  -0.533
O -3.06 1.33 0.91  -0.586
O -2.53 -0.75 -1.02  -0.545
O -0.75 0.51 -1.11  -0.631
O -1.63 -1.77 2.55  -0.598
O -0.59 -2.29 0.76  -0.599
O 1.19 -0.27 0.33  -0.225
H 0.88 -0.05 -2.46  0.280
H 1.73 1.53 -2.11  0.306
H 2.66 0.39 -2.78  0.394
H 2.95 0.59 -0.12  0.323
H 2.57 -1.17 -0.83  0.273

- orbital gap (alpha / beta) (eV) = 9.11 / 9.11
- HOMO energy (alpha / beta) (eV) = -10.63 / -10.63

***

Density functional theory data (wB97M-V/def2-TZVPD) for a single C4H5N3S molecule.

Last column: Mulliken charge in e.
Cartesian coordinates (Å):
C -0.15 -1.74 -0.01  0.198
C 1.65 -0.56 -0.01  0.169
C 0.50 0.39 -0.01  0.560
C 0.49 1.71 -0.01  -1.016
H -2.17 0.43 0.83  0.267
H -2.16 0.40 -0.83  0.261
H -0.87 -2.56 0.03  0.396
H 1.40 2.25 0.00  0.312
H -0.44 2.30 0.02  0.264
N -1.97 -0.12 -0.01  -0.940
N -0.62 -0.47 0.00  0.414
N 1.14 -1.87 -0.01  -0.586
S 3.22 -0.15 0.00  -0.298

- orbital gap (eV) = 7.59
- HOMO energy (eV) = -8.54

***

What did we get for energy above the lowest of the compared OMol25 structures with the same formula, charge and spin? Answer: 325.3 74.4 198.3 kJ/mol, in the order shown.